Entry 1:
# C6H9LaO4

A structure of composition C6H9LaO4 (ωB97M-V/def2-TZVPD, the Open Molecules 2025 dataset).

Computed properties:
HOMO-LUMO gap = 6.17 eV
Net charge = +2
LUMO energy = -9.43 eV
Energy relative to the best compared isomer or geometry (same formula, charge and spin) = 36.6 kcal per mole
Multiplicity = 1

Each line ends with the Löwdin charge.
Positions of all 20 atoms, in Å:
H: 1.00109 -1.89022 2.82852  0.135
H: -2.30815 -0.03291 -2.33164  0.145
H: 1.45203 -1.43838 -2.09378  0.199
H: 1.02670 -0.41630 4.77879  0.099
O: -0.93595 1.05075 0.64020  -0.211
H: 0.37127 0.94770 3.84216  0.080
H: -0.18851 0.66305 -4.49782  0.098
La: 0.28690 2.52388 -1.00222  2.309
C: -0.00120 0.21364 0.71892  -0.392
H: -1.94714 1.30641 -4.35777  0.096
C: -1.39028 -0.10206 -2.92151  -0.171
C: 0.85440 -0.81373 2.68190  -0.212
H: -0.65448 -0.46942 4.19657  0.097
C: 0.78179 -0.57522 -1.98254  -0.215
H: 1.79526 -0.37805 2.32286  0.121
O: 1.24397 0.58608 -2.02736  -0.229
C: -1.16739 0.62429 -4.01716  0.091
O: -0.45283 -0.94686 -2.36054  0.048
O: -0.13194 -0.70672 1.63679  -0.036
C: 0.36447 -0.14593 3.94565  -0.052

***

Entry 2:
# C28H27BrN5O2S2SiW

A structure of composition C28H27BrN5O2S2SiW (ωB97M-V/def2-TZVPD, the Open Molecules 2025 dataset).

Computed properties:
HOMO-LUMO gap (alpha / beta) = 6.31 / 6.32 eV
Net charge = +1
LUMO energy (alpha / beta) = -4.27 / -4.14 eV
Multiplicity = 1

Each line ends with the natural charge from an NBO analysis.
Positions of all 67 atoms, in Å:
H: -0.61011 3.47707 -4.56670  0.240
C: -1.06065 1.55340 6.50769  -0.181
C: -0.14809 1.30562 2.36560  0.293
H: 1.58087 1.02950 4.45427  0.226
C: -2.05987 1.71517 5.55832  -0.206
H: -1.24282 3.79356 2.85994  0.254
H: -2.61345 -3.02635 -3.41754  0.245
H: -2.99777 0.53240 0.70296  0.219
C: -2.62639 1.41648 -3.05174  -0.519
H: -0.32771 0.61977 -5.55066  0.254
H: -1.50446 3.82566 -6.04330  0.252
C: -1.59295 0.94820 -2.23956  0.118
C: -0.87718 3.66645 1.85266  -0.220
C: -3.13285 -2.92132 -2.47498  -0.151
W: 0.30742 0.06297 -0.35044  1.250
C: 0.56346 1.22772 4.76314  -0.178
H: -2.20107 4.25170 -4.47988  0.238
O: -0.36083 -2.93666 -2.57363  -0.497
H: -5.06969 -3.29680 -3.29841  0.231
H: -4.72946 2.70644 -5.29995  0.241
H: -1.68257 -0.49812 -5.41764  0.246
C: 0.13799 3.29487 -0.65662  0.096
C: -0.87088 4.72899 0.95535  -0.111
H: -4.69146 0.94048 -5.40735  0.243
Si: -2.42231 1.82044 -4.90017  1.625
C: -0.91258 -2.45595 -1.63378  0.790
C: -1.60965 3.49974 -5.00690  -1.113
H: -1.55608 0.56874 -6.81501  0.250
S: 0.12245 0.73608 -2.64277  -0.022
C: -4.01492 1.30972 -1.04535  -0.277
O: -0.18880 -1.69891 -0.74882  -0.692
H: -4.88186 -2.61089 0.92314  0.236
H: -4.06528 1.92462 -6.72506  0.255
C: -4.13803 1.85344 -5.63827  -1.121
H: 1.02431 1.18980 6.85054  0.228
N: 0.12251 2.26616 0.19393  -0.502
S: 2.54036 -0.51834 0.19972  -0.027
C: -0.43341 1.39912 3.80845  -0.067
C: 0.24685 1.31452 6.10910  -0.201
C: -0.34031 4.54896 -0.30634  -0.240
N: 0.95014 -0.75220 2.42003  -0.411
H: 0.53755 3.09364 -1.63993  0.242
Br: -2.15957 -2.20638 1.54338  0.095
C: -2.94107 0.81692 -0.34075  0.062
H: 3.47967 -2.58530 1.78089  0.420
C: -1.39517 0.50618 -5.73624  -1.120
H: -1.30205 1.61108 7.56046  0.228
H: -4.70152 1.94630 -2.96261  0.218
H: 2.37150 -2.63861 3.11845  0.417
N: 2.66984 -2.22310 2.25138  -0.754
C: -4.39643 -2.68038 -0.04022  -0.251
C: -0.36430 2.45180 1.44305  0.167
H: -0.28671 5.35337 -1.02508  0.246
H: -6.20908 -3.07392 -1.09697  0.229
H: -1.26139 5.69087 1.25967  0.240
C: -3.01855 -2.51414 -0.11620  -0.068
H: -4.96708 1.45546 -0.55611  0.236
N: 0.40680 0.32029 1.75830  -0.302
N: -1.76279 0.62134 -0.94430  -0.555
C: -3.84614 1.58650 -2.40230  -0.040
H: -3.08154 1.89349 5.86498  0.227
C: -1.74602 1.64400 4.21041  -0.212
C: 1.99711 -1.18777 1.74699  0.303
C: -4.50357 -3.07292 -2.40508  -0.218
H: -2.52853 1.75826 3.46878  0.212
C: -2.36620 -2.62468 -1.34284  -0.166
C: -5.13761 -2.94853 -1.17798  -0.155

***

Entry 3:
# C3H6S2

An isolated molecule of C3H6S2 (ωB97M-V/def2-TZVPD, the Open Molecules 2025 dataset).

Computed properties:
Structure (SMILES) = C[C@@]1(S)CS1
HOMO-LUMO gap = 9.42 eV
LUMO energy = 0.80 eV
Energy relative to the best compared isomer or geometry (same formula, charge and spin) = 28.9 kcal per mole
Multiplicity = 1

Each line ends with the natural charge from an NBO analysis.
Positions of all 11 atoms, in Å:
C: 0.75519 0.21677 -0.21846  -0.271
H: -0.96739 0.49414 -1.57880  0.220
H: 0.21780 -0.80994 -2.13309  0.239
C: 0.98156 -0.60921 0.98862  -0.535
H: -0.85581 -1.08481 -0.66247  0.222
S: 1.21437 1.91909 0.13769  0.032
C: -0.25997 -0.26201 -1.23465  -0.630
H: 1.41043 -0.12845 1.87752  0.227
H: 0.65092 2.43921 -0.94976  0.123
H: 0.16142 -1.28679 1.27396  0.220
S: 2.10335 -0.97066 -0.28550  0.154

***

Entry 4:
# C5H7N2O2S

The ion C5H7N2O2S with charge +1 (ωB97M-V/def2-TZVPD, the Open Molecules 2025 dataset).

Computed properties:
HOMO-LUMO gap = 7.86 eV
Net charge = +1
LUMO energy = -5.30 eV
Energy relative to the best compared isomer or geometry (same formula, charge and spin) = 59.9 kcal per mole
Multiplicity = 1

Each line ends with the natural charge from an NBO analysis.
Positions of all 17 atoms, in Å:
H: 2.37990 -0.20516 -1.21401  0.242
C: 0.18113 -1.51963 0.62563  0.785
H: -0.14190 1.05144 1.18537  0.249
C: 0.86787 0.99454 0.80037  -0.570
C: 2.26180 -0.71081 -0.36708  -0.586
H: 0.94299 1.75044 0.00268  0.257
H: -1.67047 0.93107 -1.73549  0.401
S: -0.20871 -0.80826 -1.34480  0.611
N: -2.55572 0.30552 -0.14050  -0.438
O: -0.27817 -2.50079 1.06148  -0.273
C: 0.87956 -0.42447 0.13791  -0.285
H: 1.74380 1.09021 1.37999  0.254
C: -3.66892 0.69256 0.11161  0.860
H: 2.93142 -0.29837 0.34319  0.250
O: -4.70743 1.00573 0.53138  -0.441
N: -1.48810 0.38225 -0.94735  -0.563
H: 2.53097 -1.73625 -0.43037  0.248

***

Q: What is the multiplicity in the fourth record?
A: 1